No. 1
This record from OMol25 describes one molecule with the formula C3H3FS in a non-equilibrium geometry. The level of theory is ωB97M-V with the def2-TZVPD basis set.

The geometry in ORCA input format:
```
! RIJCOSX wB97M-V def2-TZVPD def2/J DEFGRID3
* xyz 0 1
C 1.2487 -0.2669 -0.3347
C 0.1931 0.6253 0.0778
C -1.0066 -0.2185 0.2570
S -2.5819 0.4370 -0.1899
H 1.1568 -1.4020 -0.2927
F 0.0229 1.8114 0.0114
H -1.0750 -1.3077 0.7450
H 2.0421 0.3214 -0.2737
*
```

**ΔE to the lowest compared entry with this formula, charge and spin**: 58.2 kcal per mole
**Highest occupied orbital energy**: -8.86 eV
**Lowest unoccupied orbital energy**: -1.196 eV
**Orbital gap**: 7.66 eV
**Structure (SMILES)**: C=C(F)C=S

Atom charges from the Löwdin analysis, given in e for atoms 1 to 6:
1 C 0.11
2 C -0.56
3 C -0.52
4 S 0.56
5 H 0.10
6 F 0.20


No. 2
This record from OMol25 describes one molecule with the formula C3H3FS in a non-equilibrium geometry. The level of theory is ωB97M-V with the def2-TZVPD basis set.

The geometry in ORCA input format:
```
! RIJCOSX wB97M-V def2-TZVPD def2/J DEFGRID3
* xyz 0 1
H -2.2382 -0.0477 -0.3794
C -1.1768 -0.2894 -0.1666
C 1.1378 0.1423 0.1722
C -0.2153 0.6036 0.2092
H -0.4687 1.6273 0.5212
S 2.6241 0.6163 0.4332
H -0.7872 -1.3176 -0.3816
F 1.1242 -1.3349 -0.4081
*
```

**ΔE to the lowest compared entry with this formula, charge and spin**: 11.5 kcal per mole
**Highest occupied orbital energy (alpha / beta)**: -9.73 / -9.73 eV
**Lowest unoccupied orbital energy (alpha / beta)**: -1.127 / -1.127 eV
**Orbital gap (alpha / beta)**: 8.60 / 8.60 eV
**Structure (SMILES)**: C=CC(F)=S

Atom charges from the Löwdin analysis, given in e for atoms 1 to 6:
1 H 0.08
2 C 0.08
3 C -0.75
4 C -0.18
5 H 0.11
6 S 0.81


No. 3
This record from OMol25 describes one molecule with the formula C3H3FS2 in a non-equilibrium geometry. The level of theory is ωB97M-V with the def2-TZVPD basis set.

The geometry in ORCA input format:
```
! RIJCOSX wB97M-V def2-TZVPD def2/J DEFGRID3
* xyz 0 1
H -0.3534 -2.0284 0.7134
C 0.3432 -0.1486 0.0819
F 1.4087 0.7647 -0.1755
C -0.8587 0.4894 -0.2486
S -0.6624 1.8573 -1.5070
S -2.3266 -0.1888 0.0764
C 0.3970 -1.3413 0.7410
H 0.5734 2.1614 -0.5489
H 1.4789 -1.5658 0.8673
*
```

**ΔE to the lowest compared entry with this formula, charge and spin**: 49.7 kcal per mole
**Highest occupied orbital energy**: -9.01 eV
**Lowest unoccupied orbital energy**: -1.462 eV
**Orbital gap**: 7.55 eV
**Structure (SMILES)**: C=C(F)C(=S)S

Atom charges from the Löwdin analysis, given in e for atoms 1 to 6:
1 H 0.03
2 C -0.43
3 F -0.10
4 C -1.10
5 S 0.66
6 S 0.69


No. 4
This record from OMol25 describes C3H3GdO3 as an isolated structure in a non-equilibrium geometry. The level of theory is ωB97M-V with the def2-TZVPD basis set.

The geometry in ORCA input format:
```
! RIJCOSX wB97M-V def2-TZVPD def2/J DEFGRID3
* xyz 3 9
O 1.0013 -2.2016 -0.0161
H -2.7745 0.3179 -0.5374
C -0.6650 0.2081 -0.2860
C -1.8909 -0.3262 -0.5154
C 1.2107 -1.0538 0.0953
Gd 3.1837 1.5628 1.2537
O 2.1210 -0.2832 0.3410
H 0.2335 1.6994 0.4516
O -0.4039 1.4843 -0.2530
H -2.0159 -1.4077 -0.5338
*
```

**ΔE to the lowest compared entry with this formula, charge and spin**: 7.8 kcal per mole
**Highest occupied orbital energy (alpha / beta)**: -24.30 / -22.28 eV
**Lowest unoccupied orbital energy (alpha / beta)**: -14.743 / -16.796 eV
**Orbital gap (alpha / beta)**: 9.56 / 5.48 eV

Atom charges from the Löwdin analysis, given in e for atoms 1 to 6:
1 O 0.39
2 H 0.17
3 C 0.03
4 C 0.38
5 C -0.33
6 Gd 2.08


No. 5
This record from OMol25 describes C3H3HgLiO3 as an isolated structure in a non-equilibrium geometry. The level of theory is ωB97M-V with the def2-TZVPD basis set.

The geometry in ORCA input format:
```
! RIJCOSX wB97M-V def2-TZVPD def2/J DEFGRID3
* xyz -1 2
O 0.5616 -0.7850 -0.9833
C 0.0917 -0.1563 0.1903
O -1.1743 -0.0528 -2.1589
H 2.0578 0.2033 0.8141
H -0.7799 -2.0238 1.2521
H -0.9816 0.0202 0.2844
Hg -0.3658 2.5230 3.6405
C 1.0077 0.5408 0.9425
Li -1.0181 -0.6533 -3.9305
C -0.1267 -0.7455 -2.1372
O 0.7275 1.1294 2.0860
*
```

**ΔE to the lowest compared entry with this formula, charge and spin**: 11.3 kcal per mole
**Highest occupied orbital energy (alpha / beta)**: -2.87 / -3.00 eV
**Lowest unoccupied orbital energy (alpha / beta)**: 1.335 / 1.334 eV
**Orbital gap (alpha / beta)**: 4.21 / 4.34 eV

Atom charges from the Löwdin analysis, given in e for atoms 1 to 6:
1 O -0.17
2 C -0.26
3 O -0.26
4 H 0.10
5 H 0.05
6 H 0.07


No. 6
This record from OMol25 describes C3H3HgO3 as an isolated structure in a non-equilibrium geometry. The level of theory is ωB97M-V with the def2-TZVPD basis set.

The geometry in ORCA input format:
```
! RIJCOSX wB97M-V def2-TZVPD def2/J DEFGRID3
* xyz 1 1
C -0.2189 -1.3277 -1.0182
H -1.0213 -1.3684 -1.7781
H 1.2102 0.0963 -1.5600
H -0.4615 0.7891 -1.4205
O -1.3251 -0.6354 0.9048
O 0.5309 0.4798 0.3504
C -0.4801 0.1643 1.2695
C 0.2552 0.0579 -1.0044
Hg 1.6315 1.1833 1.8412
O -0.1208 0.5609 2.4152
*
```

**ΔE to the lowest compared entry with this formula, charge and spin**: 56.7 kcal per mole
**Highest occupied orbital energy (alpha / beta)**: -12.95 / -12.94 eV
**Lowest unoccupied orbital energy (alpha / beta)**: -8.533 / -8.534 eV
**Orbital gap (alpha / beta)**: 4.41 / 4.41 eV

Atom charges from the Löwdin analysis, given in e for atoms 1 to 6:
1 C 0.23
2 H 0.06
3 H 0.16
4 H 0.14
5 O 0.16
6 O -0.26


No. 7
This record from OMol25 describes one molecule with the formula C3H3I3O in a non-equilibrium geometry. The level of theory is ωB97M-V with the def2-TZVPD basis set.

The geometry in ORCA input format:
```
! RIJCOSX wB97M-V def2-TZVPD def2/J DEFGRID3
* xyz 0 1
C -0.7335 0.4682 0.3367
C 0.6940 0.0638 0.1279
H 0.3656 -1.7208 -0.8734
I 1.8465 1.4726 1.2957
H -2.5784 -0.1661 -0.2112
I -1.3129 2.2235 -1.0087
I 3.0638 -1.5090 -0.6561
H -0.7714 0.8248 1.3909
O -1.6936 -0.6101 0.0226
C 1.1198 -1.0469 -0.4243
*
```

**ΔE to the lowest compared entry with this formula, charge and spin**: 9.2 kcal per mole
**Highest occupied orbital energy**: -9.19 eV
**Lowest unoccupied orbital energy**: -0.619 eV
**Orbital gap**: 8.57 eV
**Structure (SMILES)**: O[C@H](I)/C(I)=C/I

Atom charges from the Löwdin analysis, given in e for atoms 1 to 6:
1 C -0.77
2 C -0.87
3 H 0.07
4 I 0.81
5 H 0.09
6 I 0.68


No. 8
This record from OMol25 describes a 2-piece molecular cluster, C3H3IN2O overall in a non-equilibrium geometry. The level of theory is ωB97M-V with the def2-TZVPD basis set.

The geometry in ORCA input format:
```
! RIJCOSX wB97M-V def2-TZVPD def2/J DEFGRID3
* xyz 0 1
H 2.1457 0.5136 0.4809
I -2.4611 1.7339 -0.9685
N 0.5577 -2.2731 -1.2588
N 0.5721 -1.3426 -0.6165
C -1.7136 -0.1237 -0.2926
H 0.7728 1.7518 0.4112
H 0.9504 0.3731 1.7438
C 0.3653 -0.1981 -0.2362
O -2.2985 -1.0979 0.0253
C 1.1093 0.6630 0.7114
*
```

**ΔE to the lowest compared entry with this formula, charge and spin**: 77.7 kcal per mole
**Highest occupied orbital energy (alpha / beta)**: -8.40 / -8.40 eV
**Lowest unoccupied orbital energy (alpha / beta)**: -1.034 / -1.034 eV
**Orbital gap (alpha / beta)**: 7.36 / 7.36 eV

Atom charges from the Löwdin analysis, given in e for atoms 1 to 6:
1 H 0.06
2 I 0.81
3 N 0.20
4 N -0.17
5 C -0.75
6 H 0.11